## i
19
Properties=species:S:1:pos:R:3 method="wB97M-V/def2-TZVPD" smiles="C/C=C/O.CCO"
C 0.71 -0.57 -1.37
C -1.67 0.54 0.43
C 1.63 0.37 -1.12
C -1.24 -0.07 1.76
C 2.64 0.23 -0.02
O -0.20 -0.46 -2.37
O -2.22 -0.48 -0.41
H -1.08 -0.66 -1.96
H -2.99 -0.87 0.05
H 0.53 -1.43 -0.73
H -2.44 1.30 0.59
H 1.78 1.16 -1.85
H -0.75 0.97 -0.10
H -0.77 0.69 2.39
H -2.09 -0.48 2.30
H -0.53 -0.88 1.60
H 3.08 1.21 0.20
H 2.16 -0.13 0.90
H 3.44 -0.45 -0.30

=====

## ii
19
Properties=species:S:1:pos:R:3 method="wB97M-V/def2-TZVPD" smiles="C=CCC.C=O.O"
C 2.23 -0.63 0.68
C 1.66 0.03 -0.55
C 0.28 -0.37 -0.90
O -0.66 0.60 2.11
C -0.64 0.41 -1.50
C -2.43 -0.15 0.01
O -2.72 0.78 0.75
H 3.30 -0.44 0.73
H 1.72 -0.22 1.55
H 2.07 -1.72 0.64
H 2.20 -0.33 -1.44
H 1.75 1.13 -0.55
H 0.14 -1.45 -0.89
H -0.51 1.52 1.86
H -1.20 -0.03 -2.31
H -0.56 1.49 -1.46
H -1.87 -1.03 0.34
H -2.96 -0.24 -0.94
H -1.79 0.65 1.86

=====

## iii
19
Properties=species:S:1:pos:R:3 method="wB97M-V/def2-TZVPD" smiles=CCOCCOC
C -2.33 2.38 0.02
C -0.89 2.12 -0.14
O -0.69 0.75 -0.28
C 0.57 0.30 0.11
C 0.59 -1.19 -0.14
O 1.83 -1.67 0.25
C 1.88 -3.06 0.13
H -2.82 1.94 1.00
H -2.92 1.94 -0.82
H -2.48 3.45 0.04
H -0.33 2.56 0.76
H -0.35 2.61 -1.07
H 1.32 0.81 -0.64
H 0.76 0.52 1.17
H -0.19 -1.65 0.50
H 0.37 -1.47 -1.17
H 1.70 -3.40 -0.91
H 1.14 -3.61 0.75
H 2.86 -3.34 0.43

=====

## iv
19
Properties=species:S:1:pos:R:3 method="wB97M-V/def2-TZVPD" smiles=CC[C@@H](O)[C@@H](C)O
C -2.45 0.02 0.90
C -1.12 -0.55 0.44
C -0.08 0.51 0.10
O -0.03 1.43 1.16
C 1.30 -0.05 -0.17
C 1.36 -0.80 -1.48
O 2.16 1.09 -0.18
H -2.29 0.71 1.74
H -2.94 0.59 0.11
H -3.13 -0.78 1.23
H -0.70 -1.20 1.21
H -1.27 -1.17 -0.43
H -0.41 1.07 -0.78
H 0.79 1.94 1.07
H 1.61 -0.65 0.69
H 1.09 -0.13 -2.30
H 2.36 -1.18 -1.67
H 0.67 -1.64 -1.47
H 3.08 0.81 -0.16

=====

Which of them is most stable? Easy: iv.